C10H12Se | wB97M-V/def2-TZVPD

The calculation puts the frontier orbital gap at 8.93 eV. Its structure (SMILES) is CC(C)=Cc1ccccc1[SeH]. The LUMO energy is 0.6203 eV. The energy above the lowest of the compared OMol25 structures with the same formula, charge and spin comes out at 32.9 kJ/mol. The largest force on an atom comes out at 4.04 eV/Å.

The geometry in ORCA input format:
```
! RIJCOSX wB97M-V def2-TZVPD def2/J DEFGRID3
* xyz 0 1
C -1.255 2.696 0.906
C 0.037 3.275 0.762
C -1.449 1.347 0.850
C 1.055 2.479 0.335
C -0.339 0.544 0.629
C 0.877 1.097 0.339
C -0.528 -0.855 0.512
C -0.087 -1.669 -0.482
C -0.022 -1.376 -1.959
C -0.128 -3.113 -0.038
Se 2.754 0.216 -0.069
H -1.997 3.528 1.211
H 0.237 4.360 1.045
H -2.465 1.025 1.047
H 2.018 2.982 0.095
H 2.417 -1.231 -0.027
H -0.660 -1.198 1.493
H -0.786 -0.667 -2.186
H 0.071 -2.274 -2.510
H 0.838 -0.779 -2.266
H 0.308 -3.162 0.992
H 0.283 -3.785 -0.777
H -1.180 -3.443 0.097
*
```

The computed natural (NBO) charges, all in e, follow: -0.21 -0.21 -0.20 -0.26 -0.13 -0.04 -0.24 0.07 -0.68 -0.65 0.02 0.22 0.22 0.23 0.22 0.09 0.20 0.24 0.22 0.24 0.22 0.21 0.22

=====

C3H5N5 | wB97M-V/def2-TZVPD

The calculation puts the frontier orbital gap at 9.55 eV. Its structure (SMILES) is c1nc[nH]nc[nH]n1. The LUMO energy is 0.7725 eV. The energy above the lowest of the compared OMol25 structures with the same formula, charge and spin comes out at 336.3 kJ/mol. The largest force on an atom comes out at 4.25 eV/Å.

The geometry in ORCA input format:
```
! RIJCOSX wB97M-V def2-TZVPD def2/J DEFGRID3
* xyz 0 1
C -0.417 1.598 -0.237
C -0.420 -1.529 -0.537
C 1.317 -0.784 0.902
H 1.012 2.301 1.102
H -0.843 2.649 -0.299
H -1.984 -0.926 -1.569
H -0.713 -2.494 -1.046
H 2.020 -1.348 1.517
N 0.660 1.461 0.572
N -1.241 0.785 -0.827
N -1.311 -0.526 -0.937
N 0.609 -1.653 0.151
N 1.311 0.467 1.208
*
```

The computed natural (NBO) charges, all in e, follow: 0.16 0.26 0.17 0.41 0.20 0.40 0.16 0.17 -0.41 -0.33 -0.38 -0.54 -0.29